Record 1
Here is 11 unconnected molecules or ions with the total composition C48H66O28 at a distorted geometry from OMol25. Energies are from ωB97M-V/def2-TZVPD.

Output
**Relative energy (zero: lowest compared OMol25 entry of this formula, charge and spin)**: 0.716 eV
**LUMO energy**: 0.013 hartree
**HOMO level**: -7.680 eV
**Structure (SMILES)**: Oc1ccc(O)cc1.Oc1ccc(O)cc1.Oc1ccc(O)cc1.Oc1ccc(O)cc1.Oc1ccc(O)cc1.COC(=O)OC.COC(=O)OC.COC(=O)OC.COC(=O)OC.COC(=O)OC.COC(=O)OC
**Multiplicity**: 1
**Orbital gap**: 8.0 eV
**Net charge**: 0

```
142
Properties=species:S:1:pos:R:3:lowdin_charge:R:1
O 0.06 -2.57 -6.82 0.024
C -0.86 -2.91 -5.82 -0.297
C -0.94 -4.19 -5.22 -0.001
C -2.05 -4.45 -4.37 0.017
C -3.01 -3.42 -4.15 -0.325
O -4.11 -3.80 -3.43 0.049
C -2.92 -2.18 -4.71 -0.023
C -1.84 -1.93 -5.55 -0.002
H 0.85 -3.00 -6.54 0.079
H -0.18 -4.88 -5.48 0.099
H -2.16 -5.42 -3.95 0.107
H -4.67 -3.02 -3.31 0.093
H -3.69 -1.44 -4.52 0.103
H -1.75 -0.96 -6.00 0.107
O -2.60 -4.21 7.38 0.045
C -2.08 -4.18 6.11 -0.319
C -2.42 -5.11 5.15 -0.024
C -2.03 -4.88 3.82 0.002
C -1.17 -3.81 3.53 -0.342
O -0.75 -3.65 2.23 0.015
C -0.74 -2.96 4.55 -0.040
C -1.21 -3.11 5.84 0.009
H -3.20 -4.89 7.62 0.083
H -2.99 -5.99 5.40 0.112
H -2.45 -5.52 3.04 0.120
H -0.17 -2.84 2.20 0.057
H 0.15 -2.40 4.31 0.116
H -0.97 -2.45 6.66 0.115
O 3.81 5.68 -0.70 0.010
C 2.97 4.68 -1.20 -0.318
C 2.32 5.04 -2.36 -0.054
C 1.40 4.27 -2.98 -0.031
C 1.15 3.01 -2.49 -0.289
O 0.22 2.09 -2.98 0.000
C 1.90 2.54 -1.35 0.008
C 2.79 3.38 -0.67 -0.010
H 4.28 5.29 0.09 0.124
H 2.69 6.00 -2.75 0.135
H 0.82 4.61 -3.84 0.125
H 0.16 2.14 -3.95 0.056
H 1.67 1.54 -0.97 0.099
H 3.33 3.11 0.26 0.116
O 6.32 -2.33 1.30 0.028
C 6.30 -1.12 0.66 -0.331
C 5.57 -1.03 -0.51 0.004
C 5.61 0.19 -1.24 -0.023
C 6.30 1.24 -0.74 -0.329
O 6.37 2.48 -1.37 0.014
C 7.10 1.15 0.43 -0.005
C 7.12 -0.06 1.08 -0.025
H 6.60 -2.28 2.22 0.083
H 5.00 -1.86 -0.92 0.117
H 5.01 0.31 -2.13 0.116
H 5.62 2.50 -1.99 0.098
H 7.53 2.05 0.88 0.123
H 7.73 -0.16 1.99 0.122
O -2.87 -1.04 3.10 -0.006
C -3.53 -1.08 1.86 -0.307
C -4.90 -1.18 1.82 0.000
C -5.63 -1.11 0.61 -0.010
C -4.92 -0.94 -0.51 -0.336
O -5.51 -0.85 -1.73 0.031
C -3.50 -0.85 -0.50 0.000
C -2.83 -0.85 0.68 -0.017
H -2.43 -1.93 3.26 0.087
H -5.39 -1.27 2.84 0.140
H -6.67 -1.11 0.68 0.100
H -5.07 -0.14 -2.22 0.057
H -2.91 -0.87 -1.39 0.098
H -1.82 -0.59 0.69 0.078
C 0.78 3.30 8.93 0.011
O 0.98 2.81 7.57 0.027
C 0.35 1.78 7.17 -0.672
O -0.43 1.10 7.80 0.108
O 0.57 1.64 5.85 -0.041
C 0.04 0.43 5.22 -0.012
H 0.49 4.32 8.83 0.077
H 1.71 3.25 9.54 0.107
H 0.03 2.64 9.40 0.100
H 0.17 -0.49 5.88 0.102
H 0.55 0.47 4.24 0.097
H -1.02 0.61 5.12 0.086
C -6.72 -0.42 -5.68 0.002
O -6.15 0.17 -4.49 0.022
C -5.05 0.84 -4.70 -0.661
O -4.56 1.05 -5.77 0.134
O -4.55 1.11 -3.50 -0.036
C -3.17 1.55 -3.44 0.001
H -6.72 0.21 -6.55 0.090
H -7.68 -0.59 -5.29 0.084
H -6.25 -1.35 -5.97 0.103
H -3.13 2.63 -3.71 0.116
H -2.54 0.94 -4.08 0.083
H -2.86 1.44 -2.36 0.093
C 4.18 0.12 5.61 -0.038
O 3.53 -0.88 4.77 -0.044
C 4.47 -1.84 4.40 -0.585
O 5.65 -1.82 4.53 0.145
O 3.70 -2.77 3.84 0.002
C 4.31 -3.93 3.28 -0.020
H 4.65 -0.36 6.43 0.073
H 3.43 0.90 5.82 0.092
H 5.12 0.64 5.23 0.112
H 4.25 -3.93 2.18 0.104
H 3.75 -4.72 3.70 0.079
H 5.32 -4.04 3.61 0.089
C -1.18 3.83 3.32 0.006
O -0.74 2.61 2.66 0.014
C -1.01 2.48 1.40 -0.562
O -0.72 1.48 0.77 0.112
O -1.54 3.64 0.84 -0.048
C -2.00 3.47 -0.49 -0.046
H -2.15 4.20 2.97 0.103
H -0.44 4.56 2.97 0.103
H -1.09 3.55 4.37 0.096
H -1.18 3.01 -1.08 0.078
H -2.30 4.38 -1.00 0.099
H -2.80 2.75 -0.45 0.085
C 1.41 1.29 -6.78 -0.068
O 0.34 1.49 -7.63 0.031
C -0.68 2.06 -7.01 -0.618
O -0.66 2.68 -5.95 0.081
O -1.69 1.91 -7.82 0.023
C -2.76 2.90 -7.73 0.015
H 1.08 0.84 -5.85 0.090
H 2.07 2.16 -6.73 0.113
H 2.02 0.46 -7.17 0.101
H -2.86 3.26 -8.73 0.090
H -2.42 3.61 -7.02 0.073
H -3.73 2.44 -7.41 0.087
C 2.78 0.35 1.82 0.021
O 2.34 -0.16 0.55 0.008
C 1.49 -1.14 0.46 -0.655
O 0.99 -1.69 1.45 0.066
O 1.42 -1.47 -0.76 0.053
C 0.27 -2.27 -1.13 0.034
H 3.83 0.30 1.77 0.075
H 2.48 -0.30 2.67 0.087
H 2.39 1.32 1.93 0.080
H -0.19 -2.56 -0.16 0.090
H 0.54 -3.16 -1.59 0.066
H -0.34 -1.59 -1.80 0.123
```


Record 2
Here is 10 unconnected molecules or ions with the total composition C10H24Cl12N4O8 at a distorted geometry from OMol25. Energies are from ωB97M-V/def2-TZVPD.

Output
**Relative energy (zero: lowest compared OMol25 entry of this formula, charge and spin)**: 0.000 eV
**LUMO energy**: -0.009 hartree
**HOMO level**: -10.754 eV
**Structure (SMILES)**: C[N+](=O)[O-].C[N+](=O)[O-].C[N+](=O)[O-].C[N+](=O)[O-].ClCCl.ClCCl.ClCCl.ClCCl.ClCCl.ClCCl
**Multiplicity**: 1
**Orbital gap**: 10.5 eV
**Net charge**: 0

```
58
Properties=species:S:1:pos:R:3:lowdin_charge:R:1
C -4.64 5.88 -2.50 0.014
N -4.20 7.17 -1.94 -0.467
O -3.96 7.21 -0.76 -0.007
O -4.10 8.09 -2.70 0.067
H -5.50 6.10 -3.14 0.095
H -5.03 5.24 -1.71 0.047
H -3.85 5.39 -3.06 0.103
C -2.49 2.45 -0.13 0.058
N -3.65 3.26 -0.60 -0.424
O -4.02 3.10 -1.74 0.062
O -4.16 4.04 0.17 -0.005
H -2.86 1.47 0.15 0.097
H -2.06 3.02 0.68 0.039
H -1.82 2.37 -0.98 0.105
C -7.17 9.91 5.04 0.024
N -6.05 10.50 5.79 -0.448
O -6.27 11.50 6.42 0.080
O -4.97 9.95 5.75 0.047
H -7.65 10.73 4.50 0.105
H -7.86 9.43 5.73 0.101
H -6.82 9.21 4.29 0.032
C -3.17 7.57 7.06 0.038
N -4.34 7.13 7.89 -0.443
O -5.27 6.63 7.30 0.036
O -4.27 7.33 9.08 0.070
H -3.35 7.20 6.06 0.048
H -2.30 7.06 7.45 0.100
H -3.07 8.65 7.12 0.093
Cl -1.37 8.28 0.70 0.552
C -0.73 6.66 0.98 -1.076
Cl 0.81 6.40 0.12 0.499
H -0.54 6.55 2.04 -0.020
H -1.43 5.92 0.61 -0.002
Cl -6.78 4.86 4.57 0.553
C -8.09 5.97 5.02 -0.966
Cl -8.75 6.78 3.60 0.515
H -8.87 5.39 5.49 0.031
H -7.63 6.74 5.63 0.004
Cl -7.32 8.16 -1.51 0.557
C -7.57 7.79 0.20 -0.954
Cl -6.98 6.13 0.53 0.534
H -6.92 8.45 0.77 0.005
H -8.63 7.89 0.41 0.023
Cl -1.37 1.02 3.44 0.513
C -1.30 2.76 3.75 -1.019
Cl -0.25 3.57 2.56 0.528
H -2.31 3.12 3.62 -0.065
H -0.97 3.00 4.76 0.036
Cl -4.76 7.93 2.93 0.569
C -4.24 6.30 2.48 -1.039
Cl -2.97 5.72 3.55 0.592
H -5.09 5.63 2.54 -0.058
H -3.85 6.30 1.46 -0.019
Cl -4.89 1.87 2.87 0.517
C -6.12 2.47 1.73 -1.015
Cl -6.27 1.34 0.38 0.550
H -7.08 2.64 2.20 0.025
H -5.78 3.42 1.33 -0.035
```


Record 3
Here is 2 unconnected molecules or ions with the total composition C5H10N2O from OMol25. Energies are from ωB97M-V/def2-TZVPD.

Output
**Relative energy (zero: lowest compared OMol25 entry of this formula, charge and spin)**: 0.832 eV
**LUMO energy**: 0.020 hartree
**HOMO level**: -8.215 eV
**Structure (SMILES)**: Cc1c[nH]cn1.CO
**Multiplicity**: 1
**Orbital gap**: 8.8 eV
**Net charge**: 0

```
18
Properties=species:S:1:pos:R:3:lowdin_charge:R:1
C -1.07 0.94 -3.08 -0.056
C -0.81 0.81 -1.62 -0.365
C -0.13 -0.14 -0.91 -0.074
N -0.26 0.20 0.40 0.036
C -1.05 1.30 0.45 -0.210
N -1.39 1.69 -0.75 0.079
H -0.15 0.81 -3.65 0.070
H -1.43 1.95 -3.32 0.070
H -1.81 0.25 -3.48 0.068
H 0.50 -0.97 -1.19 0.112
H -0.04 -0.39 1.20 0.105
H -1.30 1.84 1.35 0.110
C 2.17 -2.42 2.39 -0.122
O 1.44 -1.22 2.12 -0.148
H 3.21 -2.18 2.55 0.080
H 2.03 -3.09 1.55 0.081
H 1.80 -2.89 3.31 0.078
H 1.84 -0.45 2.54 0.084
```


Record 4
Here is a single C2H5NO molecule from OMol25. Energies are from ωB97M-V/def2-TZVPD.

Output
**Relative energy (zero: lowest compared OMol25 entry of this formula, charge and spin)**: 3.939 eV
**LUMO energy**: 0.019 hartree
**HOMO level**: -7.287 eV
**Multiplicity**: 1
**Orbital gap**: 7.8 eV
**Net charge**: 0

```
9
Properties=species:S:1:pos:R:3:lowdin_charge:R:1
C -1.17 0.34 0.57 -0.104
N -0.25 -0.17 -0.57 -0.086
C 1.12 -0.24 -0.10 -0.291
O 1.56 -1.25 0.38 0.074
H -0.77 -0.13 1.47 -0.010
H -0.99 1.42 0.62 -0.023
H -0.57 -1.09 -0.86 0.149
H -0.36 0.48 -1.36 0.150
H 1.65 0.72 -0.17 0.141
```


Record 5
Here is a molecular structure, C4H6BrNO2 at a distorted geometry from OMol25. Energies are from ωB97M-V/def2-TZVPD.

Output
**Relative energy (zero: lowest compared OMol25 entry of this formula, charge and spin)**: 4.609 eV
**LUMO energy**: -0.002 hartree
**HOMO level**: -10.666 eV
**Multiplicity**: 1
**Orbital gap**: 10.6 eV
**Net charge**: 0

```
14
Properties=species:S:1:pos:R:3:lowdin_charge:R:1
C -1.39 -0.06 -0.04 -0.181
C -0.33 -0.38 1.08 -0.161
C -0.35 -0.42 -1.09 -0.158
C 0.74 -0.25 0.00 -0.799
N 1.23 1.18 0.05 -0.475
O 1.74 1.56 1.06 0.051
O 1.25 1.76 -1.02 0.059
Br 2.45 -1.09 0.08 0.825
H -2.23 -0.75 0.10 0.104
H -1.69 1.04 0.00 0.137
H -0.28 0.14 2.15 0.163
H -0.50 -1.56 1.14 0.150
H -0.44 -1.47 -1.50 0.132
H -0.19 0.30 -2.03 0.154
```


Record 6
Here is 3 unconnected molecules or ions with the total composition C9H17BIO6 at a distorted geometry from OMol25. Energies are from ωB97M-V/def2-TZVPD.

Output
**LUMO energy**: 0.087 hartree
**HOMO level**: -4.590 eV
**Multiplicity**: 1
**Orbital gap**: 7.0 eV
**Net charge**: -1

```
34
Properties=species:S:1:pos:R:3:lowdin_charge:R:1
B -1.46 0.53 -2.39 -0.590
C 0.21 0.51 -2.19 -0.723
I 1.20 0.55 -4.20 0.531
C 0.69 -0.89 -1.47 -0.335
C 1.64 -0.69 -0.15 -0.134
H -1.76 1.55 -2.93 -0.024
H -1.85 -0.42 -2.96 -0.020
H -1.89 0.51 -1.27 -0.013
H 0.57 1.49 -1.62 0.052
H -0.29 -1.53 -1.23 0.084
H 1.31 -1.50 -2.27 0.053
H 1.64 0.39 0.31 0.049
H 2.75 -1.04 -0.43 0.074
H 1.30 -1.46 0.70 0.065
C -2.53 -4.44 1.00 -0.150
C -1.13 -4.43 0.47 -0.139
O -0.94 -3.09 0.07 0.023
C -1.82 -2.34 0.79 -0.508
O -1.82 -1.12 0.82 0.139
O -2.71 -3.12 1.47 0.059
H -2.66 -5.17 1.81 0.131
H -3.27 -4.64 0.22 0.135
H -0.39 -4.68 1.23 0.134
H -1.00 -5.11 -0.38 0.137
C 1.13 3.87 0.55 -0.137
C 1.66 3.10 1.71 -0.148
O 2.16 4.11 2.56 0.055
C 1.50 5.26 2.25 -0.522
O 1.57 6.29 2.91 0.116
O 0.76 5.12 1.12 0.063
H 0.26 3.39 0.08 0.138
H 1.89 4.05 -0.22 0.140
H 0.87 2.55 2.24 0.139
H 2.45 2.40 1.42 0.127
```


Record 7
Here is 5 unconnected molecules or ions with the total composition C41H55BFNO12P from OMol25. Energies are from ωB97M-V/def2-TZVPD.

Output
**LUMO energy**: 0.003 hartree
**HOMO level**: -3.735 eV
**Multiplicity**: 1
**Orbital gap**: 3.8 eV
**Net charge**: -1

```
112
Properties=species:S:1:pos:R:3:lowdin_charge:R:1
C 4.03 -1.16 2.67 -0.107
C 3.75 -0.50 1.30 -0.299
C 2.36 0.14 1.26 -0.309
P 1.76 1.03 -0.36 0.723
F 0.21 1.33 0.61 -0.391
C 1.00 -0.71 -0.85 -0.273
C 0.61 -1.07 -2.29 -0.249
C -0.92 -1.10 -2.54 -0.198
C -1.62 -2.34 -1.91 -0.219
C -2.76 -2.89 -2.78 -0.209
C -3.92 -1.90 -3.01 -0.171
C -4.47 -1.27 -1.72 -0.244
O -3.90 0.02 -1.56 -0.199
C -4.41 0.71 -0.44 -0.114
C 0.85 2.04 -1.75 -0.245
C 1.65 2.42 -2.99 -0.157
C 0.90 3.31 -3.96 -0.499
O -0.24 3.69 -3.90 0.090
O 1.69 3.68 -5.03 0.056
C 2.46 2.66 0.44 -0.308
N 2.65 3.84 -0.42 -0.168
C 1.90 5.01 0.03 -0.153
B 3.47 0.69 -1.35 -0.514
C 3.85 -0.64 -2.14 -0.045
O 4.48 1.67 -1.37 0.037
H 4.70 -2.03 2.55 0.042
H 4.48 -0.46 3.39 0.068
H 3.08 -1.52 3.10 0.060
H 3.86 -1.28 0.53 0.086
H 4.53 0.26 1.13 0.100
H 2.30 0.87 2.08 0.078
H 1.61 -0.64 1.52 0.052
H 0.10 -0.83 -0.21 0.062
H 1.72 -1.46 -0.49 0.054
H 1.08 -0.41 -3.03 0.076
H 0.99 -2.08 -2.53 0.103
H -1.37 -0.19 -2.15 0.098
H -1.09 -1.14 -3.63 0.111
H -2.02 -2.07 -0.92 0.084
H -0.88 -3.14 -1.72 0.101
H -3.17 -3.81 -2.32 0.098
H -2.34 -3.20 -3.75 0.108
H -3.56 -1.07 -3.65 0.113
H -4.74 -2.40 -3.54 0.105
H -5.57 -1.21 -1.74 0.118
H -4.20 -1.89 -0.85 0.122
H -3.89 1.67 -0.37 0.091
H -5.49 0.90 -0.54 0.073
H -4.24 0.14 0.49 0.088
H -0.08 1.55 -2.06 0.071
H 0.50 2.97 -1.29 0.071
H 2.55 2.99 -2.72 0.109
H 1.96 1.56 -3.61 0.113
H 1.08 4.04 -5.70 0.108
H 1.81 2.92 1.29 0.074
H 3.44 2.38 0.88 0.071
H 3.64 4.06 -0.48 0.094
H 0.84 4.75 0.10 0.067
H 2.00 5.83 -0.71 0.070
H 2.23 5.41 1.01 0.068
H 4.93 -0.70 -2.37 0.056
H 3.33 -0.60 -3.11 0.061
H 3.54 -1.58 -1.66 0.045
H 5.33 1.26 -1.12 0.093
C 7.49 -6.30 3.14 0.017
C 7.64 -5.15 2.48 0.023
C 6.49 -4.53 1.78 -0.390
O 6.57 -3.48 1.19 0.110
C 5.19 -5.22 1.84 0.015
C 5.03 -6.36 2.51 0.015
C 6.17 -6.99 3.21 -0.382
O 6.04 -8.03 3.83 0.093
H 8.31 -6.78 3.67 0.116
H 8.58 -4.62 2.43 0.118
H 4.37 -4.73 1.33 0.118
H 4.08 -6.86 2.58 0.109
C 0.59 -3.66 1.76 0.043
C -0.52 -3.63 1.03 0.029
C -1.20 -4.88 0.61 -0.374
O -2.22 -4.87 -0.04 0.104
C -0.58 -6.17 1.03 0.022
C 0.54 -6.20 1.76 0.017
C 1.20 -4.94 2.18 -0.370
O 2.22 -4.96 2.85 0.086
H 1.11 -2.76 2.07 0.105
H -0.98 -2.70 0.70 0.101
H -1.09 -7.07 0.71 0.118
H 1.00 -7.12 2.08 0.117
C -2.87 1.68 2.93 0.013
C -2.04 2.58 2.41 0.042
C -2.23 4.03 2.68 -0.376
O -1.49 4.88 2.22 0.105
C -3.39 4.43 3.53 0.007
C -4.21 3.52 4.04 0.008
C -4.02 2.07 3.78 -0.394
O -4.77 1.25 4.26 0.086
H -2.75 0.62 2.76 0.119
H -1.20 2.30 1.79 0.096
H -3.50 5.49 3.71 0.114
H -5.06 3.78 4.67 0.115
C -6.47 3.92 -1.66 0.029
C -6.60 4.95 -2.49 0.023
C -6.56 6.35 -1.99 -0.387
O -6.69 7.29 -2.75 0.100
C -6.35 6.55 -0.54 0.020
C -6.22 5.52 0.29 0.023
C -6.27 4.12 -0.21 -0.376
O -6.15 3.18 0.55 0.100
H -6.49 2.89 -2.00 0.121
H -6.74 4.83 -3.56 0.122
H -6.32 7.58 -0.20 0.120
H -6.07 5.64 1.36 0.117
```


Record 8
Here is a single C21H18N4O3S molecule at a distorted geometry from OMol25. Energies are from ωB97M-V/def2-TZVPD.

Output
**Relative energy (zero: lowest compared OMol25 entry of this formula, charge and spin)**: 6.714 eV
**LUMO energy**: -0.025 hartree
**HOMO level**: -8.324 eV
**Structure (SMILES)**: NCCNc1ccc(C(=O)N2c3ccccc3Sc3ccccc32)cc1[N+](=O)[O-]
**Multiplicity**: 1
**Orbital gap**: 7.6 eV
**Net charge**: 0

```
47
Properties=species:S:1:pos:R:3:lowdin_charge:R:1
N -1.02 1.09 -6.52 -0.006
C -1.69 -0.09 -5.80 -0.246
C -1.62 -0.27 -4.28 -0.216
N -0.23 -0.53 -4.08 0.026
C 0.33 -0.58 -2.82 -0.229
C -0.48 -0.88 -1.75 0.018
C -0.18 -0.55 -0.36 0.048
C 1.11 -0.09 -0.01 -0.117
C 1.59 0.34 1.37 -0.323
O 2.70 0.91 1.53 0.069
N 0.95 0.15 2.55 0.025
C 0.47 1.35 3.21 -0.149
C 1.37 2.26 3.85 0.000
C 0.77 3.33 4.45 -0.083
C -0.62 3.49 4.62 -0.098
C -1.40 2.60 4.05 -0.152
C -0.89 1.47 3.41 -0.404
S -2.09 0.26 2.87 1.064
C -0.99 -1.10 3.01 -0.507
C -1.61 -2.28 3.30 -0.117
C -0.91 -3.48 3.46 -0.080
C 0.46 -3.44 3.38 -0.107
C 1.05 -2.28 2.97 0.012
C 0.33 -1.05 2.76 -0.255
C 1.96 0.01 -1.10 0.103
C 1.58 -0.13 -2.55 -0.069
N 2.48 0.24 -3.58 -0.353
O 3.42 0.88 -3.32 0.123
O 2.33 -0.30 -4.71 0.032
H -1.30 1.16 -7.48 0.048
H 0.01 0.91 -6.53 0.060
H -1.35 -1.04 -6.22 0.103
H -2.80 -0.01 -6.06 0.125
H -2.30 -1.02 -3.98 0.101
H -1.93 0.64 -3.75 0.128
H 0.37 -0.06 -4.78 0.101
H -1.41 -1.43 -1.91 0.120
H -0.88 -0.73 0.39 0.060
H 2.44 2.12 3.73 0.119
H 1.54 4.12 4.86 0.140
H -1.18 4.34 5.05 0.124
H -2.45 2.71 4.20 0.101
H -2.70 -2.37 3.43 0.112
H -1.45 -4.39 3.76 0.116
H 1.06 -4.33 3.61 0.114
H 2.16 -2.36 2.60 0.159
H 3.02 0.42 -0.81 0.161
```